(1)
Entry from the Open Molecules 2025 dataset: a cluster of 2 separate species, C6H16O in total at a distorted geometry (the ωB97M-V functional and the def2-TZVPD basis).

Geometry (Å):
O (-2.13488, 2.77431, -1.00980)
C (0.39512, -1.38299, -0.22841)
C (0.34042, -0.48202, 1.01143)
C (1.06708, 2.10443, 1.06581)
C (-0.14291, -2.77156, 0.12214)
C (-0.64001, -0.90426, -1.25567)
C (1.36839, 0.60052, 0.76071)
H (-1.88856, 2.76617, -1.89402)
H (1.39735, -1.31364, -0.75151)
H (-0.72715, -0.05888, 1.05125)
H (2.28579, 0.24704, 1.23990)
H (1.35841, 2.70876, 0.23269)
H (-3.02472, 3.08932, -1.10164)
H (0.53072, -1.00430, 1.99193)
H (-0.37409, -3.32409, -0.90650)
H (0.58921, -3.44012, 0.62260)
H (-0.91259, -2.73557, 0.93956)
H (-0.72532, 0.18277, -1.36474)
H (1.61803, 2.54392, 1.83482)
H (-0.22191, -1.17670, -2.25056)
H (-0.02993, 2.20882, 1.41199)
H (1.52500, 0.67963, -0.34141)
H (-1.65344, -1.31155, -1.18055)

As for the SMILES: CCCC(C)C.O. Its energy relative to the best compared isomer or geometry (same formula, charge and spin) is 1.565 eV. The calculation puts the max |F| at 2.89 eV Å⁻¹. The spin multiplicity is 1. Its gap between HOMO and LUMO is 11.3 eV. Its LUMO energy is 0.775 eV.

=====

(2)
Entry from the Open Molecules 2025 dataset: a cluster of 2 separate species, C6H16O in total at a distorted geometry (the ωB97M-V functional and the def2-TZVPD basis).

Geometry (Å):
O (1.44023, -6.21816, -0.27892)
C (-0.11380, -0.12516, -1.30659)
C (1.32629, -0.64312, 0.90140)
C (0.29893, 1.62074, 0.41751)
C (0.12511, 0.11312, 0.23110)
C (-2.18825, 2.36569, 0.35882)
C (-0.78372, 2.55293, -0.17611)
H (-0.74779, -0.31172, 0.68981)
H (-0.67419, 2.74966, -1.25687)
H (1.33896, 2.00133, 0.09403)
H (1.74457, -6.16200, -1.18611)
H (0.14230, -1.26145, -1.59715)
H (-0.53083, 3.55356, 0.16304)
H (-1.12568, -0.02785, -1.65476)
H (2.18833, -0.71065, 0.24090)
H (0.26983, 1.93843, 1.42932)
H (-2.80723, 3.23283, 0.18684)
H (1.59706, -0.30205, 1.91958)
H (0.76182, -1.57620, 0.86926)
H (1.94689, -6.92179, 0.13950)
H (-2.05029, 2.22464, 1.45377)
H (-2.66663, 1.37251, 0.27052)
H (0.50809, 0.53472, -1.90890)

As for the SMILES: CCCC(C)C.O. Its energy relative to the best compared isomer or geometry (same formula, charge and spin) is 1.388 eV. The calculation puts the max |F| at 3.57 eV Å⁻¹. The spin multiplicity is 1. Its gap between HOMO and LUMO is 11.4 eV. Its LUMO energy is 0.957 eV.

=====

(3)
Entry from the Open Molecules 2025 dataset: a cluster of 6 separate species, C6H16O10 in total at a distorted geometry (the ωB97M-V functional and the def2-TZVPD basis).

Geometry (Å):
O (1.14158, 3.49080, 0.46367)
O (-0.98259, 0.17901, 1.58081)
O (0.12406, -3.23057, -0.38971)
O (-1.26112, -2.35483, -1.90524)
O (-2.98306, 1.10246, -0.50779)
O (-0.35223, 5.02848, -0.69717)
O (0.01114, 2.88739, -1.29940)
O (1.33200, -1.76361, 2.00535)
O (-1.99179, -2.57487, 0.19742)
O (0.76422, 1.12106, 3.73668)
C (1.46612, 2.15218, 0.27679)
C (-0.00602, -2.61777, -2.50222)
C (0.17345, 3.91008, -0.49779)
C (0.79020, -3.39763, -1.55564)
C (-1.09811, -2.70297, -0.61604)
C (0.83117, 1.76968, -1.04302)
H (-2.59298, 1.39561, -1.33127)
H (-1.34439, 0.12388, 0.69634)
H (-0.19102, 1.06025, 3.72978)
H (1.16913, 1.56088, 1.14297)
H (0.50524, -1.70186, -2.79857)
H (-0.04282, -3.33636, -3.32098)
H (0.63956, -2.37778, 1.76131)
H (0.94854, 1.95398, 4.17084)
H (0.86677, -1.00598, 2.36000)
H (2.55472, 2.17749, 0.32584)
H (-1.74891, 0.17336, 2.15435)
H (-3.27929, 1.90728, -0.08265)
H (1.79920, -3.01481, -1.40248)
H (0.37009, 0.78200, -1.04217)
H (0.82410, -4.46791, -1.75924)
H (1.56299, 1.77109, -1.85082)

As for the SMILES: O=C1OCCO1.O=C1OCCO1.O.O.O.O. The calculation puts the max |F| at 5.05 eV Å⁻¹. The spin multiplicity is 1. Its gap between HOMO and LUMO is 11.0 eV. Its LUMO energy is 0.227 eV.

=====

(4)
Entry from the Open Molecules 2025 dataset: a cluster of 3 separate species, C6H16O2 in total at a distorted geometry (the ωB97M-V functional and the def2-TZVPD basis).

Geometry (Å):
O (-0.71604, -2.66948, -2.84838)
O (2.29053, 3.85292, -4.56525)
C (-0.94519, 0.08290, 0.89310)
C (-0.87941, -2.42880, 0.58062)
C (-0.46814, -1.22546, 1.43895)
C (-0.48151, 1.31279, 1.66471)
C (0.21465, -1.43280, 2.55545)
C (0.93987, 1.75595, 1.25634)
H (1.70927, 1.30389, 1.85977)
H (0.66410, -0.70277, 3.22351)
H (-2.04023, -0.00540, 0.89453)
H (0.41214, -2.45210, 2.84026)
H (-1.35706, -3.19574, 1.18847)
H (-1.14945, 2.15690, 1.47219)
H (-0.63751, -2.56174, -3.80268)
H (1.47323, 3.47919, -4.92280)
H (-1.59229, -2.10073, -0.16069)
H (-0.48887, 1.12087, 2.73689)
H (1.00256, 2.84035, 1.40929)
H (2.88493, 3.94092, -5.31581)
H (1.14484, 1.61150, 0.19480)
H (-1.32103, -1.98568, -2.54946)
H (-0.66629, 0.14272, -0.16162)
H (0.00693, -2.84021, 0.11781)

As for the SMILES: C=C(C)CCC.O.O. Its energy relative to the best compared isomer or geometry (same formula, charge and spin) is 0.851 eV. The calculation puts the max |F| at 1.13 eV Å⁻¹. The spin multiplicity is 1. Its gap between HOMO and LUMO is 9.7 eV. Its LUMO energy is 0.598 eV.

=====

(5)
Entry from the Open Molecules 2025 dataset: a cluster of 4 separate species, C6H16O3 in total at a distorted geometry (the ωB97M-V functional and the def2-TZVPD basis).

Geometry (Å):
O (0.26945, 2.46102, 1.42853)
O (0.79636, -0.71924, 2.74552)
O (1.37554, -2.53893, 0.70788)
C (-2.62163, 0.81807, 0.61877)
C (0.55395, -0.77827, -1.99123)
C (-0.60659, 1.26613, -0.74121)
C (-1.47391, 0.41415, -0.23398)
C (1.73446, -1.31950, -2.20458)
C (0.44916, 0.73905, -1.89570)
H (-0.46339, 2.40063, -0.48534)
H (2.50239, -0.74953, -2.58271)
H (-0.22140, -1.50489, -1.53024)
H (0.40324, 1.26299, -2.85410)
H (-1.49374, -0.60775, -0.54959)
H (0.29504, 1.46703, 1.34302)
H (-3.48845, 0.48593, 0.08143)
H (0.26441, 2.59518, 2.34823)
H (-2.59280, 0.19404, 1.47057)
H (-2.84147, 1.90112, 0.88416)
H (1.45866, 1.12654, -1.55154)
H (0.78018, -3.25597, 1.09031)
H (0.48377, -0.71264, 3.56348)
H (0.89881, -2.07059, 0.00388)
H (1.65736, -0.44511, 2.44712)
H (1.88062, -2.42945, -2.11267)

As for the SMILES: C=CC/C=C/C.O.O.O. Its energy relative to the best compared isomer or geometry (same formula, charge and spin) is 3.047 eV. The calculation puts the max |F| at 6.54 eV Å⁻¹. The spin multiplicity is 1. Its gap between HOMO and LUMO is 9.8 eV. Its LUMO energy is 0.640 eV.